{"formula": "C5H12ClDyNdO2", "method": "ωB97M-V/def2-TZVPD", "symbols": ["Dy", "Cl", "C", "C", "H", "H", "H", "H", "H", "H", "Nd", "C", "C", "H", "H", "H", "H", "H", "O", "C", "O", "H"], "xyz": [[1.20715, -0.97908, -1.84238], [2.30043, -3.01604, -1.12417], [2.58930, 0.74226, -2.51853], [-0.45256, -1.20827, -3.41864], [2.35746, 1.04681, -3.55287], [2.56523, 1.62885, -1.86112], [3.60333, 0.30507, -2.49391], [-0.30604, -0.51638, -4.26270], [-1.48771, -1.12309, -3.04931], [-0.28484, -2.24096, -3.77419], [-0.02743, -0.06766, 2.17985], [-1.90608, -1.51129, 2.64224], [-0.85310, 1.08654, 0.38497], [-2.79243, -1.03891, 2.18498], [-1.79058, -2.51930, 2.21160], [-2.08009, -1.60497, 3.72592], [-1.08047, 0.70002, -0.69577], [-0.55364, 2.17039, 0.20819], [0.89319, 1.50077, 3.64852], [-0.26004, 2.06153, 3.79682], [-1.29783, 1.61738, 3.19892], [-0.34322, 2.96635, 4.41159]], "forces_ev_per_a": [[-1.44, 2.18, 0.90], [0.83, -1.55, 0.52], [0.59, 0.29, -0.33], [-0.38, -0.26, -0.54], [0.16, 0.03, 0.19], [-0.03, -0.29, -0.18], [-0.02, 0.28, -0.10], [-0.10, -0.14, 0.11], [0.28, -0.02, -0.11], [-0.21, 0.15, -0.12], [-0.45, -0.39, -1.31], [-0.18, -0.29, 0.09], [1.37, -0.48, -2.63], [0.22, -0.14, 0.14], [-0.17, 0.00, 0.13], [-0.11, -0.14, -0.12], [-0.28, 0.45, 1.53], [-0.21, -0.89, 0.26], [-0.81, 1.12, 1.00], [-0.38, -1.06, -1.33], [1.28, 1.16, 1.78], [0.05, 0.01, 0.10]], "mulliken_charge": [1.01, -0.60, -1.21, -1.26, 0.27, 0.21, 0.31, 0.26, 0.23, 0.35, 1.20, -1.30, -0.85, 0.22, 0.31, 0.28, 0.13, 0.08, -0.66, 0.19, -0.58, 0.41], "charge": -1, "orbital_gap_ha": [0.1841, 0.2023], "homo_ev": [-2.570, -3.119], "multiplicity": 9}

---

{"formula": "C7H12N2O", "method": "ωB97M-V/def2-TZVPD", "symbols": ["C", "N", "N", "O", "C", "C", "C", "C", "C", "C", "H", "H", "H", "H", "H", "H", "H", "H", "H", "H", "H", "H"], "xyz": [[-0.10274, -3.84879, -0.40415], [-0.43176, -2.41928, -0.41572], [0.62734, -1.76621, -0.43468], [1.80633, -2.09194, -0.35981], [0.44619, -0.03362, -0.22604], [1.36579, 0.82864, -0.51063], [1.04803, 2.23190, -0.03000], [-0.35502, 2.68018, 0.35951], [-1.22549, 1.53750, 0.83629], [-1.01402, 0.30461, -0.10194], [0.07627, -4.07714, -1.46776], [-0.98462, -4.45000, -0.12955], [0.62668, -4.08725, 0.42824], [2.45212, 0.58037, -0.63437], [1.60640, 2.26096, 0.89341], [1.50459, 2.99816, -0.64663], [-0.39161, 3.45729, 1.16529], [-0.81815, 3.13646, -0.51492], [-2.31879, 1.83181, 1.01933], [-0.95232, 1.24011, 1.86163], [-1.43450, 0.27705, -1.04978], [-1.53074, -0.59080, 0.36227]], "forces_ev_per_a": [[-0.93, -0.52, 0.73], [0.60, -0.64, 0.10], [0.21, 4.99, 1.44], [0.25, -1.00, -0.49], [-2.76, -3.78, -1.61], [1.87, 0.44, 1.04], [0.87, 0.79, 0.62], [-1.02, 0.35, 0.01], [-1.10, -0.65, 0.06], [-0.17, -1.61, 3.71], [0.94, -0.52, 0.67], [-0.07, 0.64, -0.20], [-0.09, 0.22, -1.64], [-1.24, 0.10, -0.23], [0.59, 0.19, 0.42], [0.11, 0.02, -0.33], [0.63, -0.43, -0.77], [-0.18, 0.04, -0.08], [1.37, -0.34, -0.91], [0.38, -0.11, -0.36], [-0.90, 0.83, -1.94], [0.63, 1.01, -0.25]], "mulliken_charge": [-0.72, -0.64, 0.97, -0.66, 0.33, -0.72, -0.45, -0.64, -0.63, -0.62, 0.27, 0.30, 0.28, 0.34, 0.29, 0.36, 0.30, 0.30, 0.32, 0.30, 0.37, 0.35], "orbital_gap_ha": 0.3856, "smiles": "C/N=[N+](\\[O-])C1=CCCCC1", "homo_ev": -9.634, "e_above_lowest_kcal_mol": 109.9}

---

{"formula": "C16H16BrNO4S", "method": "ωB97M-V/def2-TZVPD", "symbols": ["C", "C", "C", "C", "Br", "C", "C", "C", "S", "C", "C", "O", "O", "C", "C", "O", "N", "C", "C", "C", "C", "C", "O", "H", "H", "H", "H", "H", "H", "H", "H", "H", "H", "H", "H", "H", "H", "H", "H"], "xyz": [[2.76167, 1.96601, 0.72604], [2.57410, 0.55256, 0.27792], [2.34296, 0.27504, -1.06323], [2.18120, -1.02893, -1.49565], [1.88524, -1.35439, -3.34650], [2.23955, -2.09479, -0.61621], [2.46056, -1.82837, 0.72080], [2.62072, -0.52331, 1.16477], [2.95289, -0.30145, 2.90532], [1.48901, 0.65761, 3.45757], [0.27126, 0.34644, 2.63266], [-0.40513, 1.19554, 2.10238], [0.02933, -0.95499, 2.57319], [-1.13537, -1.40363, 1.88602], [-0.98049, -1.42949, 0.35108], [-0.81317, -2.46630, -0.25147], [-1.07286, -0.22127, -0.22398], [-1.12361, -0.04514, -1.66549], [-2.46344, 0.45420, -2.09203], [-3.62139, -0.20225, -2.38974], [-4.57846, 0.79875, -2.68545], [-3.93200, 1.98611, -2.54065], [-2.65416, 1.78977, -2.17861], [3.13110, 2.57899, -0.09214], [1.81040, 2.38404, 1.05798], [3.46890, 2.01269, 1.55210], [2.30802, 1.08710, -1.77471], [2.09995, -3.10589, -0.96193], [2.50669, -2.63583, 1.43422], [1.69608, 1.72646, 3.42324], [1.32862, 0.34244, 4.48870], [-1.98687, -0.76894, 2.15527], [-1.29214, -2.42658, 2.23109], [-1.18950, 0.60148, 0.35571], [-0.92986, -1.02230, -2.11229], [-0.35650, 0.67093, -1.97190], [-3.76647, -1.26264, -2.40240], [-5.60028, 0.65023, -2.96740], [-4.25653, 3.00011, -2.66426]], "forces_ev_per_a": [[-0.02, 0.07, -0.01], [0.01, -0.13, -0.06], [0.00, -0.05, -0.11], [0.00, -0.02, -0.15], [0.04, 0.01, 0.16], [0.05, 0.01, -0.13], [0.03, 0.03, -0.10], [0.15, 0.13, 0.45], [-0.10, 0.01, -0.05], [0.47, -0.15, -0.17], [-0.04, 0.39, 0.14], [-0.05, 0.01, 0.09], [0.21, -0.24, 0.20], [-0.46, -0.11, -0.25], [0.07, 0.29, 0.66], [-0.08, -0.57, -0.19], [-0.02, 0.53, -0.24], [-0.17, 0.11, 0.05], [-0.23, -0.88, -0.17], [0.64, 0.22, 0.10], [0.11, 0.56, 0.05], [-0.86, -0.25, -0.20], [0.49, 0.17, 0.12], [0.01, 0.07, -0.04], [-0.02, 0.08, 0.06], [0.02, 0.06, 0.04], [0.00, 0.06, -0.08], [-0.04, -0.07, -0.04], [-0.05, -0.09, 0.08], [-0.18, -0.10, -0.03], [-0.07, 0.05, 0.00], [0.10, -0.10, 0.02], [0.01, 0.19, -0.13], [0.04, -0.28, 0.06], [0.05, 0.21, -0.01], [0.01, -0.16, -0.07], [0.05, -0.26, 0.01], [-0.23, 0.06, -0.07], [0.05, 0.17, 0.01]], "mulliken_charge": [-1.84, 0.98, -0.47, -0.18, -0.12, -0.48, -0.60, 0.21, -0.14, -0.54, 0.58, -0.65, -0.28, -0.90, 0.70, -0.65, 0.16, -0.31, 0.10, -0.60, -0.46, -0.49, -0.35, 0.50, 0.25, 0.37, 0.49, 0.40, 0.44, 0.37, 0.48, 0.38, 0.33, 0.28, 0.45, 0.17, 0.51, 0.44, 0.46], "orbital_gap_ha": 0.3367, "smiles": "Cc1cc(Br)ccc1SCC(=O)OCC(=O)NCc1ccco1", "homo_ev": -8.634, "e_above_lowest_kcal_mol": 0.0}

---

{"formula": "C26H35BrCrN11O3S", "method": "ωB97M-V/def2-TZVPD", "symbols": ["Cr", "N", "C", "N", "C", "N", "N", "C", "N", "C", "C", "C", "C", "C", "N", "H", "H", "H", "H", "H", "H", "H", "H", "C", "C", "N", "C", "S", "N", "C", "C", "H", "H", "H", "H", "H", "H", "H", "H", "H", "H", "H", "H", "C", "C", "C", "C", "C", "C", "O", "N", "C", "O", "N", "C", "O", "H", "H", "H", "H", "H", "H", "H", "H", "H", "H", "H", "Br", "C", "C", "C", "C", "C", "N", "H", "H", "H", "H"], "xyz": [[0.18832, -0.58698, -0.22097], [0.67880, 1.76704, 2.27917], [0.10162, 0.64451, 2.73277], [-0.06228, 0.54310, 4.04702], [-0.65466, -0.56799, 4.47314], [-0.80743, -0.73849, 5.78682], [-1.13212, -1.54739, 3.66928], [-0.88976, -1.37029, 2.39760], [-0.24366, -0.32488, 1.84339], [-1.35150, -2.43330, 1.46035], [-2.07006, -3.52285, 1.91304], [-2.43999, -4.49595, 0.99746], [-2.06562, -4.34357, -0.32650], [-1.34980, -3.21782, -0.69686], [-1.00618, -2.27018, 0.17484], [0.80626, 2.49184, 2.96676], [0.52642, 2.06076, 1.32544], [-0.48797, -0.02736, 6.42026], [-1.27535, -1.55800, 6.12980], [-2.31282, -3.58699, 2.96258], [-3.00528, -5.36124, 1.31452], [-2.31994, -5.08103, -1.07363], [-1.03317, -3.06835, -1.71894], [-0.88195, 6.02118, -1.22102], [-0.22032, 4.93198, -2.04888], [-1.19105, 3.97520, -2.56559], [-1.42453, 2.74828, -2.09048], [-0.55830, 2.11475, -0.75823], [-2.37044, 2.01338, -2.67330], [-3.16097, 2.39852, -3.83349], [-4.34830, 3.28705, -3.48282], [-0.12866, 6.69822, -0.81916], [-1.43198, 5.58286, -0.38808], [-1.57496, 6.61250, -1.82073], [0.49623, 4.37397, -1.45130], [0.31150, 5.35514, -2.90251], [-1.80787, 4.31754, -3.28523], [-2.41652, 1.04901, -2.35742], [-3.51103, 1.47145, -4.28622], [-2.51463, 2.87409, -4.57854], [-5.03193, 2.76191, -2.81727], [-4.89107, 3.56571, -4.38527], [-4.03458, 4.20236, -2.97872], [1.28747, -3.55662, -4.55724], [2.08397, -2.34450, -5.02304], [1.54168, -1.00135, -4.49007], [2.47894, 0.14880, -4.89800], [1.98209, 1.51333, -4.43060], [0.19359, -0.76565, -5.13390], [0.04144, -0.62585, -6.32328], [-0.89064, -0.74255, -4.28184], [-0.85272, -0.81837, -2.90116], [-1.91560, -0.79014, -2.27987], [0.33902, -0.93539, -2.26449], [1.51336, -1.07021, -2.96310], [2.56346, -1.24784, -2.37224], [1.70226, -4.47007, -4.98102], [0.24301, -3.49751, -4.87382], [1.31674, -3.65655, -3.46935], [2.07599, -2.28365, -6.11243], [3.12087, -2.42503, -4.69542], [2.57401, 0.13168, -5.98413], [3.45524, -0.06700, -4.46434], [1.01758, 1.76126, -4.88011], [2.68462, 2.29717, -4.71245], [1.86722, 1.54249, -3.34332], [-1.80589, -0.66353, -4.70370], [2.38569, -2.45150, 1.04517], [3.08636, -0.77066, 0.53075], [4.44366, -0.55671, 0.67406], [4.95427, 0.65165, 0.23544], [4.09162, 1.57984, -0.32560], [2.75065, 1.27076, -0.41626], [2.23541, 0.11096, 0.01775], [5.07153, -1.32422, 1.10015], [6.01243, 0.85707, 0.32245], [4.44735, 2.52995, -0.69632], [2.04213, 1.95824, -0.85984]], "forces_ev_per_a": [[-0.10, 0.32, -0.35], [-0.04, 0.02, 0.01], [0.07, -0.03, 0.02], [0.00, -0.01, -0.04], [0.00, 0.00, 0.01], [-0.01, 0.01, -0.01], [0.04, 0.04, -0.01], [-0.02, -0.09, -0.10], [-0.17, -0.01, 0.17], [0.07, 0.11, 0.05], [0.00, -0.02, 0.01], [0.01, 0.04, -0.03], [0.00, 0.01, 0.03], [0.03, -0.01, -0.05], [-0.18, -0.23, 0.13], [0.01, -0.01, -0.01], [0.03, -0.01, 0.03], [0.00, -0.01, -0.01], [0.01, 0.01, 0.00], [-0.02, -0.02, 0.00], [0.00, -0.01, 0.01], [-0.01, -0.01, 0.00], [-0.02, -0.01, 0.06], [0.02, -0.01, 0.02], [0.00, 0.02, 0.03], [-0.02, 0.01, -0.02], [-0.03, -0.01, -0.04], [0.02, -0.06, 0.11], [0.11, -0.10, 0.03], [0.02, 0.02, -0.02], [0.01, -0.01, 0.01], [0.00, 0.02, 0.00], [0.01, 0.00, 0.01], [-0.02, -0.01, -0.01], [-0.01, 0.01, -0.03], [0.00, 0.01, 0.01], [0.02, -0.03, -0.02], [-0.11, -0.01, 0.06], [-0.02, 0.02, 0.00], [0.00, -0.01, 0.00], [0.00, 0.00, 0.01], [-0.01, 0.00, -0.01], [-0.01, 0.01, 0.00], [-0.01, 0.01, 0.00], [0.02, 0.02, -0.03], [-0.01, -0.02, 0.04], [-0.02, 0.05, 0.02], [0.02, -0.02, -0.01], [0.00, -0.03, -0.01], [0.00, 0.00, 0.00], [-0.05, 0.02, 0.02], [0.18, -0.13, -0.11], [-0.13, 0.20, 0.03], [-0.09, -0.04, -0.04], [0.11, -0.03, -0.01], [0.00, -0.05, -0.04], [0.00, -0.01, 0.00], [-0.01, 0.00, 0.00], [0.00, 0.00, 0.00], [0.03, 0.01, 0.01], [-0.01, -0.01, 0.02], [0.00, -0.01, 0.00], [0.02, 0.00, -0.01], [-0.01, 0.01, 0.00], [0.01, 0.01, 0.00], [-0.01, 0.01, 0.01], [0.03, -0.01, 0.02], [0.03, 0.03, 0.01], [-0.02, 0.01, -0.01], [0.01, 0.00, -0.02], [-0.02, -0.01, 0.00], [0.00, -0.01, -0.01], [-0.03, 0.01, -0.03], [0.27, 0.02, 0.09], [0.00, 0.00, 0.00], [0.01, 0.00, 0.00], [0.01, 0.00, 0.00], [-0.01, 0.00, 0.03]], "mulliken_charge": [0.15, -0.10, 0.31, -0.73, 0.36, -0.33, -0.65, -0.40, 0.41, 0.82, -0.58, -0.53, -1.08, -0.29, 0.79, 0.32, -0.12, 0.25, 0.24, 0.54, 0.45, 0.48, 0.53, -1.21, -0.33, -0.03, 0.45, -0.36, 0.09, -0.84, -1.16, 0.40, 0.27, 0.36, 0.09, 0.38, 0.22, 0.15, 0.39, 0.44, 0.34, 0.39, 0.30, -1.08, -1.52, 2.77, -1.55, -0.99, -0.13, -0.64, 0.28, -0.22, -0.88, 1.44, -1.39, -0.62, 0.51, 0.25, 0.19, 0.53, 0.45, 0.45, 0.49, 0.26, 0.58, 0.04, 0.32, -0.07, 0.27, -0.76, -0.39, -1.03, -0.15, 0.70, 0.49, 0.42, 0.50, 0.26], "charge": 1, "orbital_gap_ha": [0.2795, 0.3020], "homo_ev": [-10.494, -11.186], "multiplicity": 5, "e_above_lowest_kcal_mol": 0.0}

---

Result set for strongest force on any atom: 3.00, 5.20, 0.93, 0.49 eV Å⁻¹, one per record in the order listed.
Result set for E: -2254.71005, -458.51378, -3947.23737, -5856.58056 Eh, one per record in the order listed.